Molecular formula: C23H22Cl3N2O3PPdS
Method: DFT, wB97M-V/def2-TZVPD

Structure (XYZ):
```
56
Properties=species:S:1:pos:R:3:lowdin_charge:R:1
Pd -0.66 0.27 -0.74 0.315
Cl -2.87 -3.92 5.19 0.549
C -2.55 -2.56 4.10 -0.701
C -2.20 -2.80 2.79 -0.174
C -1.96 -1.73 1.95 -0.543
Cl -1.59 -2.06 0.27 0.684
C -2.03 -0.35 2.34 -0.540
O -1.81 0.62 1.58 -0.134
C -2.41 -0.21 3.72 -0.586
Cl -2.58 1.42 4.34 0.619
C -2.66 -1.26 4.57 -0.182
H -2.12 -3.81 2.41 0.092
H -2.94 -1.07 5.60 0.089
O 3.96 2.43 1.01 -0.092
C 3.10 1.66 0.54 -0.789
O 2.65 0.59 0.98 -0.074
C 2.52 2.11 -0.82 -0.281
P 1.41 0.86 -1.57 0.977
C 1.36 1.46 -3.32 -0.363
C 1.59 2.79 -3.67 -0.123
C 1.46 3.23 -4.99 -0.107
C 1.11 2.33 -5.99 -0.119
C 0.89 1.00 -5.66 -0.097
C 1.01 0.57 -4.34 -0.134
C 2.60 -0.53 -1.82 -0.341
C 3.76 -0.36 -2.57 -0.089
C 4.64 -1.41 -2.76 -0.103
C 4.37 -2.65 -2.22 -0.118
C 3.21 -2.83 -1.47 -0.093
C 2.33 -1.78 -1.28 -0.085
H 3.35 2.35 -1.49 0.073
H 1.95 3.03 -0.66 0.077
H 1.88 3.50 -2.91 0.088
H 1.64 4.27 -5.22 0.089
H 1.01 2.67 -7.01 0.086
H 0.60 0.29 -6.42 0.097
H 0.80 -0.46 -4.10 0.075
H 3.98 0.61 -3.00 0.104
H 5.55 -1.25 -3.34 0.088
H 5.05 -3.48 -2.36 0.085
H 2.98 -3.80 -1.04 0.093
H 1.43 -1.91 -0.68 0.077
C -4.17 1.61 -1.33 -0.097
N -3.04 0.71 -1.23 -0.122
C -2.10 0.65 -2.27 -1.019
S -2.01 -0.80 -3.23 0.419
N -1.87 1.89 -2.88 -0.082
C -1.56 3.06 -2.08 -0.130
H -4.75 1.55 -0.40 0.082
H -4.82 1.35 -2.18 0.082
H -3.85 2.64 -1.45 0.053
H -3.32 -0.24 -0.99 0.060
H -1.25 1.74 -3.67 0.068
H -2.20 3.91 -2.36 0.068
H -0.52 3.35 -2.20 0.052
H -1.72 2.84 -1.02 0.075
```

Highest occupied orbital energy (Ha): -0.056
Electronic energy (Ha): -3472.9729
Largest force on an atom (eV Å⁻¹): 0.55
HOMO-LUMO gap (eV): 5.9
Total charge: -2
LUMO energy (eV): 4.325


Molecular formula: C23H22CuN5O
Method: DFT, wB97M-V/def2-TZVPD

Structure (XYZ):
```
52
Properties=species:S:1:pos:R:3:lowdin_charge:R:1
Cu 0.43 -0.87 -0.42 0.369
C 4.17 0.20 -1.65 -0.136
C 4.55 1.23 -0.80 -0.127
C 3.86 1.45 0.37 -0.038
C 2.66 0.73 0.62 -0.307
N 2.17 -0.13 -0.37 -0.004
C 3.00 -0.47 -1.39 -0.164
N 2.11 0.82 1.87 0.152
C 0.91 0.66 2.36 -0.266
N -0.30 0.57 1.66 -0.036
C -1.10 -0.38 2.34 -0.253
N -1.97 -1.24 1.87 0.147
C -2.19 -1.72 0.60 -0.321
C -3.45 -2.31 0.36 -0.038
C -3.72 -2.93 -0.85 -0.109
C -2.67 -3.12 -1.74 -0.134
C -1.44 -2.62 -1.45 -0.174
N -1.20 -1.85 -0.36 -0.004
C -0.64 -0.34 3.72 -0.114
C -1.20 -0.82 4.91 -0.037
C -0.49 -0.61 6.09 -0.137
C 0.74 0.04 6.09 -0.142
C 1.31 0.50 4.92 -0.043
C 0.62 0.32 3.72 -0.122
H 4.76 -0.02 -2.54 0.087
H 5.42 1.83 -1.08 0.095
H 4.23 2.16 1.10 0.096
H 2.73 -1.31 -2.04 0.105
H -4.21 -2.19 1.12 0.096
H -4.73 -3.24 -1.12 0.091
H -2.83 -3.61 -2.71 0.089
H -0.60 -2.82 -2.14 0.110
H -2.15 -1.34 4.91 0.099
H -0.89 -0.91 7.06 0.085
H 1.23 0.22 7.03 0.081
H 2.29 0.96 4.95 0.099
C -1.64 1.76 -4.10 -0.181
C -0.51 2.56 -3.49 -0.173
C 0.59 1.51 -3.38 -0.194
O -0.07 0.26 -3.04 -0.184
C -1.44 0.35 -3.55 -0.180
H -1.53 1.77 -5.18 0.101
H -2.63 2.15 -3.89 0.108
H -0.74 2.93 -2.50 0.109
H -0.20 3.42 -4.11 0.112
H 1.34 1.76 -2.63 0.110
H 1.13 1.41 -4.33 0.113
H -2.10 0.13 -2.70 0.114
H -1.59 -0.42 -4.34 0.118
C -0.49 0.88 0.29 -0.158
H 0.04 1.78 -0.06 0.042
H -1.56 0.89 0.02 0.048
```

Highest occupied orbital energy (spin up / spin down) (Ha): -0.058 / -0.086
Electronic energy (Ha): -2879.1122
Largest force on an atom (eV Å⁻¹): 2.39
Multiplicity: 2
HOMO-LUMO gap (spin up / spin down) (eV): 4.5 / 5.3
Total charge: -1
LUMO energy (spin up / spin down) (eV): 2.914 / 2.912


Molecular formula: C23H22F24NO6
Method: DFT, wB97M-V/def2-TZVPD

Structure (XYZ):
```
76
Properties=species:S:1:pos:R:3:lowdin_charge:R:1
O 0.94 -3.61 1.17 0.018
C -0.06 -2.91 1.15 -0.242
C 0.01 -1.44 1.50 -0.047
C -0.15 -0.35 0.39 -0.227
C -0.65 -0.92 -1.04 -0.669
O -1.12 -2.07 -0.99 -0.002
O -0.55 -0.14 -1.97 0.032
N 1.12 0.32 0.11 -0.075
C 1.67 1.18 1.15 -0.161
C 3.11 1.65 0.87 -0.148
C 3.30 3.13 1.13 -0.209
F 2.36 3.90 0.45 -0.062
C 2.05 -0.57 -0.56 -0.114
C 2.41 -0.19 -1.98 -0.273
C 2.38 1.18 -2.44 -0.089
O 3.65 0.52 -2.17 -0.079
C -1.19 0.68 0.88 -0.353
F -0.88 1.10 2.15 0.089
F -1.19 1.79 0.11 0.138
C -2.69 0.19 0.97 -0.325
F -3.24 0.67 2.11 0.130
F -2.80 -1.15 1.00 0.158
C -3.61 0.71 -0.17 -0.535
F -4.79 0.08 -0.08 0.166
F -3.12 0.53 -1.38 0.200
F -3.85 2.03 0.00 0.147
H -1.04 -3.35 0.98 0.114
H -0.74 -1.31 2.29 0.118
H 0.97 -1.28 1.99 0.116
H 1.04 2.06 1.24 0.105
H 1.66 0.70 2.14 0.114
H 3.46 1.40 -0.13 0.085
H 3.80 1.15 1.56 0.119
H 4.29 3.44 0.78 0.112
H 3.23 3.37 2.19 0.113
H 1.64 -1.58 -0.61 0.125
H 2.98 -0.67 0.01 0.127
H 2.18 -0.96 -2.71 0.145
H 2.23 1.34 -3.50 0.110
H 2.10 1.96 -1.75 0.106
C 5.74 -7.15 2.50 -0.053
C 5.50 -7.87 1.17 -0.443
C 6.28 -7.38 -0.06 -0.314
F 5.96 -6.11 -0.37 0.106
F 5.98 -8.18 -1.11 0.095
F 4.18 -7.92 0.88 0.149
F 5.95 -9.15 1.36 0.086
O 4.79 -6.18 2.90 0.052
C 4.92 -4.86 2.58 -0.533
C 3.71 -4.34 1.80 -0.310
F 3.58 -5.03 0.65 0.108
F 3.94 -3.04 1.51 0.097
F 6.08 -4.60 1.94 0.143
F 4.95 -4.17 3.75 0.134
H 5.64 -7.94 3.24 0.147
H 6.76 -6.77 2.55 0.145
H 7.36 -7.45 0.13 0.170
H 2.80 -4.43 2.39 0.155
C -5.85 4.36 -1.37 -0.036
C -7.20 4.10 -2.06 -0.442
C -7.30 4.37 -3.56 -0.304
F -7.09 5.68 -3.83 0.093
F -8.54 4.04 -3.98 0.093
F -8.20 4.75 -1.42 0.134
F -7.43 2.76 -1.94 0.105
O -5.72 5.58 -0.67 0.058
C -5.26 6.72 -1.25 -0.554
C -6.29 7.86 -1.14 -0.287
F -7.43 7.52 -1.77 0.100
F -5.78 8.96 -1.74 0.093
F -4.86 6.55 -2.52 0.155
F -4.19 7.14 -0.54 0.140
H -5.79 3.60 -0.60 0.139
H -5.02 4.19 -2.06 0.153
H -6.57 3.76 -4.11 0.174
H -6.49 8.07 -0.09 0.173
```

Highest occupied orbital energy (Ha): -0.201
Electronic energy (Ha): -3792.6560
Largest force on an atom (eV Å⁻¹): 0.79
HOMO-LUMO gap (eV): 7.6
Total charge: -1
LUMO energy (eV): 2.119


Molecular formula: C23H22F4I2N4NiO
Method: DFT, wB97M-V/def2-TZVPD

Structure (XYZ):
```
57
Properties=species:S:1:pos:R:3:lowdin_charge:R:1
Ni 0.61 -0.05 -0.35 0.514
I 5.48 1.99 5.00 0.841
C 4.44 1.20 3.38 -0.752
C 5.13 0.61 2.33 -0.238
C 4.42 0.10 1.26 -0.627
I 5.46 -0.78 -0.32 0.931
C 3.02 0.15 1.17 -0.425
O 2.43 -0.32 0.11 -0.206
C 2.34 0.73 2.28 -0.153
C 0.83 0.80 2.34 -0.117
N 0.17 -0.25 1.55 -0.088
C 0.50 -1.60 2.05 -0.096
C 0.07 -2.69 1.10 -0.251
C -0.23 -3.97 1.56 -0.012
C -0.64 -4.92 0.64 -0.055
C -0.76 -4.57 -0.69 -0.053
C -0.45 -3.27 -1.05 -0.115
N -0.02 -2.36 -0.19 0.103
C 3.05 1.24 3.35 -0.125
H 6.21 0.56 2.34 0.079
H 0.46 1.76 1.96 0.135
H 0.52 0.72 3.38 0.129
H -0.83 -0.13 1.61 0.101
H 0.04 -1.75 3.03 0.139
H 1.58 -1.65 2.18 0.133
H -0.16 -4.20 2.61 0.117
H -0.88 -5.93 0.97 0.110
H -1.10 -5.27 -1.43 0.105
H -0.55 -2.94 -2.08 0.103
H 2.51 1.67 4.19 0.101
C 2.10 1.45 -2.21 -0.052
N 1.23 0.25 -2.20 -0.316
C 2.01 -0.88 -2.74 -0.063
C 0.02 0.49 -3.02 -0.170
C -0.90 1.42 -2.25 -0.218
N -1.05 0.81 -0.93 -0.033
C -2.23 1.05 -0.30 -0.181
C -2.88 0.11 0.53 -0.160
F -2.36 -1.14 0.65 0.068
C -4.08 0.36 1.16 -0.227
F -4.62 -0.63 1.90 0.085
C -4.75 1.55 1.03 0.055
C -4.14 2.50 0.22 -0.223
F -4.71 3.70 0.07 0.090
C -2.93 2.27 -0.40 -0.150
F -2.37 3.30 -1.07 0.077
H 2.26 1.79 -3.23 0.099
H 3.05 1.19 -1.75 0.072
H 1.64 2.25 -1.63 0.092
H 2.46 -0.60 -3.70 0.100
H 1.35 -1.73 -2.89 0.075
H 2.79 -1.13 -2.02 0.042
H -0.48 -0.47 -3.15 0.117
H 0.30 0.88 -4.01 0.128
H -1.86 1.48 -2.77 0.128
H -0.49 2.43 -2.23 0.104
H -5.69 1.74 1.52 0.131
```

Highest occupied orbital energy (spin up / spin down) (Ha): -0.271 / -0.271
Electronic energy (Ha): -3687.0764
Largest force on an atom (eV Å⁻¹): 0.71
HOMO-LUMO gap (spin up / spin down) (eV): 7.8 / 7.8
LUMO energy (spin up / spin down) (eV): 0.440 / 0.441